The ion C7H12 with charge +1 at a distorted geometry. Source: the Open Molecules 2025 dataset; level of theory: the ωB97M-V functional and the def2-TZVPD basis.

Cartesian coordinates (Å):
C1 1.941 1.017 -0.327
C2 1.622 0.122 0.851
C3 0.079 0.111 1.317
C4 -0.801 -0.004 0.090
C5 -1.721 1.002 0.049
C6 -1.650 -1.587 -1.645
C7 -0.882 -1.333 -0.537
H1 1.813 2.004 0.125
H2 2.980 0.965 -0.619
H3 1.286 0.765 -1.195
H4 2.267 0.285 1.737
H5 1.850 -0.937 0.523
H6 -0.068 -0.752 2.022
H7 -0.135 1.094 1.710
H8 -1.405 2.018 0.146
H9 -2.805 0.977 -0.119
H10 -1.522 -1.085 -2.609
H11 -2.291 -2.509 -1.632
H12 -0.559 -2.153 0.115

The value obtained for the energy relative to the best compared isomer or geometry (same formula, charge and spin) is 49.40 kcal/mol. The value obtained for the HOMO energy (alpha / beta) is -14.310 / -14.879 eV. Its multiplicity is 2. As for the total charge: +1. As for the expectation value of S²: 0.805.

An isolated molecule of C5H9ClS2 at a distorted geometry. Source: the Open Molecules 2025 dataset; level of theory: the ωB97M-V functional and the def2-TZVPD basis.

Cartesian coordinates (Å):
S1 -0.427 2.063 -0.894
C1 -0.095 1.416 0.749
C2 -0.177 -0.104 1.027
C3 -1.015 -1.112 0.286
S2 -2.052 -0.895 -1.120
C4 0.543 -1.167 0.233
C5 1.219 -0.915 -1.059
Cl1 2.846 -0.191 -0.697
H1 0.393 3.142 -0.775
H2 -0.811 1.851 1.462
H3 0.912 1.733 0.997
H4 -0.174 -0.340 2.111
H5 -1.574 -1.793 0.978
H6 -2.717 0.206 -0.726
H7 1.051 -1.928 0.790
H8 0.685 -0.177 -1.676
H9 1.395 -1.790 -1.685

The value obtained for the energy relative to the best compared isomer or geometry (same formula, charge and spin) is 21.97 kcal/mol. Its SMILES is SC[C@H]1[C@@H](S)[C@H]1CCl. The value obtained for the HOMO energy is -9.053 eV. Its multiplicity is 1.

A structure of composition C6H10O at a distorted geometry. Source: the Open Molecules 2025 dataset; level of theory: the ωB97M-V functional and the def2-TZVPD basis.

Cartesian coordinates (Å):
C1 -0.625 0.987 -0.635
C2 0.060 0.572 0.574
O1 -0.463 0.656 1.674
C3 1.390 -0.125 0.363
C4 1.114 -1.572 0.055
C5 -0.126 -1.818 -0.353
C6 -1.111 -0.658 -0.564
H1 -1.524 1.609 -0.538
H2 -0.046 1.292 -1.527
H3 -0.207 2.844 0.629
H4 -0.337 2.442 1.251
H5 1.959 0.341 -0.451
H6 1.913 0.020 1.305
H7 1.896 -2.327 0.158
H8 -0.480 -2.833 -0.565
H9 -1.917 -0.727 0.183
H10 -1.497 -0.705 -1.560

The value obtained for the energy relative to the best compared isomer or geometry (same formula, charge and spin) is 65.98 kcal/mol. The value obtained for the HOMO energy is -9.393 eV. Its multiplicity is 1.

An isolated molecule of C22H27N at a distorted geometry. Source: the Open Molecules 2025 dataset; level of theory: the ωB97M-V functional and the def2-TZVPD basis.

Cartesian coordinates (Å):
C1 -2.773 4.451 -4.410
C2 -3.462 3.378 -3.494
C3 -3.876 2.250 -4.492
C4 -4.604 4.165 -2.840
C5 -2.455 2.712 -2.528
C6 -2.780 2.407 -1.188
C7 -1.836 1.765 -0.340
C8 -0.553 1.425 -0.779
C9 0.243 0.460 -0.108
C10 0.054 -0.046 1.168
C11 1.088 -1.100 1.347
C12 1.491 -1.768 2.557
C13 2.582 -2.672 2.541
C14 2.960 -3.515 3.716
C15 4.504 -3.765 3.939
C16 2.419 -2.763 5.035
C17 2.198 -4.978 3.553
C18 3.309 -2.729 1.247
C19 2.888 -1.964 0.156
C20 1.805 -1.097 0.180
N1 1.201 -0.320 -0.690
C21 -0.223 1.760 -2.104
C22 -1.200 2.233 -2.916
H1 -2.241 3.938 -5.186
H2 -2.049 5.042 -3.850
H3 -3.486 5.148 -4.815
H4 -4.554 2.684 -5.331
H5 -3.007 1.782 -5.014
H6 -4.366 1.433 -3.851
H7 -5.055 4.818 -3.629
H8 -5.318 3.434 -2.509
H9 -4.309 4.779 -2.009
H10 -3.751 2.723 -0.776
H11 -2.146 1.536 0.625
H12 -0.471 0.517 1.969
H13 0.788 -1.503 3.321
H14 4.609 -4.246 4.906
H15 4.811 -4.426 3.166
H16 5.136 -2.872 4.056
H17 2.630 -3.265 5.972
H18 1.412 -2.407 5.113
H19 3.106 -1.917 5.295
H20 2.932 -5.686 4.004
H21 1.223 -5.009 3.995
H22 2.065 -5.207 2.534
H23 4.176 -3.451 1.246
H24 3.492 -2.020 -0.659
H25 1.629 -0.088 -1.604
H26 0.739 1.529 -2.622
H27 -0.977 2.446 -3.901

The value obtained for the energy relative to the best compared isomer or geometry (same formula, charge and spin) is 0.00 kcal/mol. Its SMILES is CC(C)(C)c1ccc(-c2cc3cc(C(C)(C)C)ccc3[nH]2)cc1. The value obtained for the HOMO energy is -7.431 eV. Its multiplicity is 1.

A structure of composition C33H84AsF15N6O15S3 at a distorted geometry. Source: the Open Molecules 2025 dataset; level of theory: the ωB97M-V functional and the def2-TZVPD basis.

Cartesian coordinates (Å):
C1 -6.144 -0.127 -1.979
N1 -5.034 0.800 -1.762
C2 -3.835 0.336 -2.530
C3 -5.410 2.156 -2.223
C4 -4.610 0.888 -0.345
C5 -5.612 1.307 0.717
O1 -4.905 1.163 1.933
H1 -6.374 -0.181 -3.002
H2 -6.993 0.158 -1.335
H3 -5.790 -1.138 -1.662
H4 -3.031 1.039 -2.402
H5 -4.037 0.354 -3.603
H6 -3.462 -0.644 -2.238
H7 -6.272 2.485 -1.703
H8 -5.618 2.091 -3.294
H9 -4.578 2.813 -2.104
H10 -3.801 1.622 -0.314
H11 -4.202 -0.090 -0.030
H12 -6.541 0.768 0.797
H13 -5.866 2.332 0.610
H14 -4.261 1.901 2.005
C6 -1.793 -4.042 1.877
N2 -0.954 -5.229 1.493
C7 0.400 -4.862 1.920
C8 -1.471 -6.420 2.202
C9 -0.988 -5.409 -0.044
C10 -0.311 -6.673 -0.478
O2 -0.467 -6.632 -1.902
H15 -1.587 -3.840 2.935
H16 -2.847 -4.286 1.764
H17 -1.473 -3.214 1.254
H18 1.193 -5.588 1.577
H19 0.326 -4.845 3.017
H20 0.582 -3.832 1.585
H21 -2.426 -6.582 1.672
H22 -1.503 -6.189 3.215
H23 -0.701 -7.153 1.974
H24 -0.502 -4.493 -0.366
H25 -2.100 -5.363 -0.275
H26 -0.799 -7.565 -0.044
H27 0.760 -6.634 -0.260
H28 0.330 -6.974 -2.296
C11 -3.082 1.240 5.693
N3 -1.715 0.963 6.120
C12 -1.402 -0.435 6.304
C13 -0.740 1.499 5.186
C14 -1.454 1.662 7.455
C15 -1.038 3.134 7.456
O3 -2.127 3.890 6.938
H29 -3.179 2.311 5.601
H30 -3.822 0.945 6.404
H31 -3.225 0.790 4.705
H32 -1.786 -0.922 5.372
H33 -2.098 -0.849 7.052
H34 -0.324 -0.652 6.368
H35 -0.971 2.611 5.118
H36 -0.724 0.977 4.221
H37 0.235 1.412 5.685
H38 -0.618 1.118 7.872
H39 -2.358 1.410 7.984
H40 -0.020 3.236 7.025
H41 -0.926 3.347 8.534
H42 -1.897 4.759 6.527
C16 2.359 2.659 -1.808
N4 1.507 3.734 -1.261
C17 0.075 3.355 -1.491
C18 1.701 3.859 0.211
C19 1.775 4.965 -2.030
C20 0.862 6.145 -1.712
O4 1.166 6.606 -0.432
H43 2.270 1.701 -1.306
H44 3.397 2.964 -1.745
H45 2.075 2.501 -2.875
H46 -0.197 3.537 -2.546
H47 -0.557 3.912 -0.832
H48 0.054 2.290 -1.355
H49 0.957 4.537 0.607
H50 2.717 4.213 0.355
H51 1.672 2.858 0.622
H52 1.630 4.675 -3.071
H53 2.835 5.214 -1.821
H54 -0.159 5.787 -1.835
H55 1.045 6.878 -2.489
H56 0.302 6.952 -0.116
C21 -0.873 -2.244 -4.245
N5 0.289 -3.054 -4.782
C22 0.857 -2.371 -6.012
C23 1.255 -3.160 -3.742
C24 -0.117 -4.461 -5.088
C25 -1.059 -4.659 -6.203
O5 -0.385 -4.791 -7.399
H57 -1.259 -2.723 -3.342
H58 -1.648 -2.227 -5.020
H59 -0.486 -1.253 -4.011
H60 -0.015 -2.214 -6.693
H61 1.558 -3.116 -6.384
H62 1.289 -1.479 -5.696
H63 1.533 -2.181 -3.444
H64 2.230 -3.580 -4.077
H65 0.842 -3.615 -2.835
H66 -0.473 -4.909 -4.139
H67 0.824 -4.963 -5.288
H68 -1.740 -3.815 -6.263
H69 -1.573 -5.533 -5.889
H70 -0.863 -4.642 -8.220
C26 6.585 1.028 -0.654
N6 6.625 -0.175 0.182
C27 7.241 -1.310 -0.624
C28 7.552 0.036 1.424
C29 5.155 -0.385 0.564
C30 4.714 -1.513 1.525
O6 5.075 -1.313 2.847
H71 6.041 0.710 -1.597
H72 7.588 1.301 -0.939
H73 6.131 1.818 -0.120
H74 7.071 -2.193 -0.029
H75 8.280 -1.165 -0.851
H76 6.656 -1.322 -1.569
H77 8.535 0.356 0.991
H78 7.567 -0.893 2.000
H79 7.173 0.883 2.037
H80 4.585 -0.538 -0.373
H81 4.888 0.589 0.998
H82 5.145 -2.489 1.212
H83 3.613 -1.501 1.507
H84 4.337 -0.792 3.301
As1 -3.323 4.831 0.596
F1 -1.664 5.295 0.659
F2 -3.623 5.919 1.886
F3 -4.923 4.279 0.486
F4 -2.940 3.692 -0.721
F5 -2.937 3.462 1.771
F6 -3.603 6.059 -0.556
C31 -0.063 -0.222 1.156
F7 -0.879 0.769 0.730
F8 1.132 0.341 1.442
F9 -0.637 -0.824 2.234
S1 0.306 -1.358 -0.343
O7 -1.025 -1.731 -0.767
O8 0.969 -0.504 -1.281
O9 1.083 -2.348 0.348
C32 -0.745 1.614 -5.439
F10 0.552 1.552 -5.935
F11 -0.759 1.151 -4.154
F12 -0.961 2.908 -5.348
S2 -1.932 0.577 -6.522
O10 -1.079 -0.654 -6.777
O11 -2.990 0.378 -5.557
O12 -2.200 1.505 -7.601
C33 4.288 2.694 4.714
F13 4.097 2.351 6.011
F14 3.948 4.014 4.604
F15 5.559 2.496 4.394
S3 3.203 1.556 3.615
O13 1.884 2.029 3.946
O14 3.661 1.873 2.262
O15 3.353 0.162 4.043

The value obtained for the HOMO energy is -12.729 eV. Its multiplicity is 1. As for the total charge: +2.

A cluster of 7 separate species, H14O7 in total at a distorted geometry. Source: the Open Molecules 2025 dataset; level of theory: the ωB97M-V functional and the def2-TZVPD basis.

Cartesian coordinates (Å):
O1 16.934 10.356 21.843
H1 17.415 10.517 22.685
H2 17.159 9.482 21.528
O2 14.644 9.777 24.018
H3 15.358 9.282 23.641
H4 15.089 10.496 24.510
O3 15.938 11.808 25.054
H5 16.812 11.548 25.271
H6 15.986 12.504 24.380
O4 18.319 10.090 24.171
H7 19.046 9.615 23.810
H8 17.905 9.305 24.613
O5 14.991 9.025 27.079
H9 14.269 8.790 27.630
H10 14.773 9.919 26.913
O6 13.017 12.808 23.602
H11 13.762 12.433 23.144
H12 12.257 12.286 23.329
O7 16.271 13.622 23.126
H13 17.214 13.567 22.902
H14 15.829 12.890 22.670

The value obtained for the energy relative to the best compared isomer or geometry (same formula, charge and spin) is 46.82 kcal/mol. Its SMILES is O.O.O.O.O.O.O. The value obtained for the HOMO energy is -10.260 eV. Its multiplicity is 1.

Look up the multiplicity of the sixth one. 1

Which formula does entry 3 have? C6H10O